An isolated molecule of CH3ClN2S, computed with ωB97M-V with the def2-TZVPD basis set.

Element x y z (Å)
1 N -1.3540 -0.2084 -0.0147
2 N -0.1932 0.5422 -0.1478
3 C 1.0734 0.1235 -0.0211
4 S 2.3502 1.1229 0.0027
5 Cl 1.2165 -1.6174 0.0698
6 H -1.4036 -0.9016 -0.7611
7 H -1.3718 -0.7021 0.8797
8 H -0.3175 1.6410 -0.0075

Multiplicity: 1
E_HOMO, eV: -8.97
Energy relative to the best compared isomer or geometry (same formula, charge and spin), kJ/mol: 70.3
Maximum force, hartree/bohr: 0.067
M, g/mol: 110.57
SMILES: NNC(=S)Cl